{
  "formula": "C3H2FN3S",
  "method": "wB97M-V/def2-TZVPD",
  "symbols": ["C", "C", "C", "H", "H", "N", "N", "N", "F", "S"],
  "coordinates": [[0.7990, -0.3486, 0.3421], [-0.3560, -0.9451, 0.4759], [0.9781, 1.0032, -0.3192], [-0.4504, -1.8179, 1.1064], [-2.3821, -0.7020, -0.1583], [-1.3715, -0.3353, -0.2258], [-1.2331, 0.8603, -0.9014], [-0.1340, 1.4713, -0.8138], [1.8250, -1.1228, 0.5828], [2.3251, 1.9369, -0.0886]],
  "total_energy_ev": -21162.9220,
  "smiles": "Fc1c[nH]nnc1=S",
  "multiplicity": 1,
  "e_homo_ev": -8.600,
  "e_above_lowest_ev": 1.684
}

---

{
  "formula": "C35H41F9N5O2PSr",
  "method": "wB97M-V/def2-TZVPD",
  "symbols": ["Sr", "C", "O", "C", "C", "O", "C", "H", "H", "H", "H", "H", "H", "H", "H", "H", "H", "N", "C", "C", "C", "N", "C", "C", "H", "H", "H", "H", "H", "H", "C", "N", "C", "C", "N", "N", "C", "C", "H", "H", "H", "H", "H", "H", "H", "H", "H", "H", "H", "H", "H", "F", "C", "F", "F", "C", "C", "C", "C", "C", "C", "P", "C", "C", "C", "C", "C", "C", "C", "F", "F", "F", "C", "C", "C", "C", "C", "C", "C", "F", "F", "F", "H", "H", "H", "H", "H", "H", "H", "H", "H", "H", "H", "H"],
  "coordinates": [[0.1994, -0.2937, 2.0517], [1.0921, -0.4106, 5.6858], [0.2482, -0.2174, 4.5412], [-0.9130, -1.0522, 4.5589], [-0.6950, -2.3921, 3.8537], [-1.0842, -2.3942, 2.4712], [-2.4343, -2.8407, 2.2857], [0.5375, -0.1706, 6.5930], [1.9335, 0.2678, 5.5802], [1.4552, -1.4392, 5.7327], [-1.7316, -0.4800, 4.1068], [-1.2133, -1.2362, 5.5923], [-1.2379, -3.1784, 4.3808], [0.3630, -2.6687, 3.8918], [-2.5182, -3.8894, 2.5720], [-2.6650, -2.7376, 1.2278], [-3.1300, -2.2424, 2.8789], [-4.8487, 4.0920, 1.3210], [-3.7762, 3.3088, 1.5096], [-2.5004, 3.8436, 1.7697], [-1.4325, 2.9997, 1.9254], [-1.5050, 1.6584, 1.8381], [-2.7326, 1.1581, 1.6100], [-3.8693, 1.9053, 1.4535], [-4.7743, 5.0934, 1.3562], [-5.7400, 3.6982, 1.0745], [-2.3592, 4.9135, 1.8438], [-0.4540, 3.4174, 2.1304], [-2.8080, 0.0749, 1.5248], [-4.8190, 1.4235, 1.2657], [1.9459, 2.1931, 1.1064], [3.3359, 1.8161, 1.1374], [4.2303, 2.8581, 1.6430], [3.6497, 0.4902, 1.2667], [2.7073, -0.3853, 1.5480], [4.9477, 0.1567, 1.0687], [5.4062, -1.1811, 1.4084], [5.7848, 0.8606, 0.0976], [1.8717, 3.2295, 0.7814], [1.4758, 2.1284, 2.1044], [1.4010, 1.5902, 0.3727], [3.7890, 3.3233, 2.5281], [4.3933, 3.6261, 0.8873], [5.1862, 2.4332, 1.9311], [3.0755, -1.3254, 1.4487], [5.1427, -1.9168, 0.6405], [5.0007, -1.4909, 2.3702], [6.4904, -1.1594, 1.4961], [5.2412, 1.6886, -0.3483], [6.0715, 0.1672, -0.6964], [6.6933, 1.2410, 0.5648], [3.4635, 2.7711, -5.5577], [3.8518, 1.6086, -5.0139], [4.0573, 0.7400, -6.0134], [5.0295, 1.8155, -4.4037], [2.8091, 1.0881, -4.0536], [1.4952, 0.9671, -4.4934], [0.5261, 0.4866, -3.6319], [0.8638, 0.1272, -2.3254], [2.1817, 0.2541, -1.9007], [3.1576, 0.7288, -2.7646], [-0.3374, -0.5658, -1.1446], [-0.6317, -2.2721, -1.7199], [-1.2566, -2.5626, -2.9359], [-1.4565, -3.8739, -3.3207], [-1.0268, -4.9092, -2.4969], [-0.3832, -4.6416, -1.3026], [-0.1910, -3.3202, -0.9202], [-1.3045, -6.3316, -2.9229], [-0.7130, -7.2195, -2.1137], [-0.8747, -6.5556, -4.1707], [-2.6263, -6.5757, -2.8996], [-1.9110, 0.2853, -1.5205], [-3.1220, -0.4081, -1.4623], [-4.3215, 0.2616, -1.6232], [-4.3220, 1.6353, -1.8231], [-3.1299, 2.3381, -1.8803], [-1.9285, 1.6616, -1.7299], [-5.6459, 2.3423, -1.9397], [-6.3644, 2.1761, -0.7945], [-6.3887, 1.8496, -2.9321], [-5.5100, 3.6585, -2.1276], [1.2355, 1.2515, -5.5046], [-0.4981, 0.4064, -3.9734], [2.4401, -0.0339, -0.8908], [4.1843, 0.8276, -2.4418], [-1.5898, -1.7620, -3.5832], [-1.9415, -4.1012, -4.2610], [-0.0380, -5.4544, -0.6796], [0.3119, -3.1090, 0.0172], [-3.1300, -1.4794, -1.3060], [-5.2581, -0.2807, -1.5920], [-3.1366, 3.4067, -2.0444], [-0.9971, 2.2138, -1.7851]],
  "total_energy_ev": -83079.4214,
  "multiplicity": 1,
  "total_charge": 2,
  "e_homo_ev": -13.821,
  "e_above_lowest_ev": 0.520
}

---

{
  "formula": "C4H7NO2",
  "method": "wB97M-V/def2-TZVPD",
  "symbols": ["O", "C", "C", "O", "C", "N", "C", "H", "H", "H", "H", "H", "H", "H"],
  "coordinates": [[-2.0902, -0.2353, 0.5987], [-0.9435, 0.1095, -0.1534], [-0.0159, 0.9861, 0.6665], [1.1255, 1.3608, -0.0921], [1.8080, 0.2577, -0.4964], [1.3477, -0.9103, -0.6275], [-0.1017, -1.1043, -0.6020], [-1.7986, -0.5320, 1.4732], [-1.3213, 0.6655, -1.0188], [-0.4947, 1.8962, 1.0287], [0.3370, 0.3761, 1.5149], [2.8539, 0.4897, -0.6928], [-0.3599, -1.3906, -1.6267], [-0.3463, -1.9690, 0.0278]],
  "total_energy_ev": -9845.6798,
  "smiles": "O[C@@H]1CN=COC1",
  "multiplicity": 1,
  "e_homo_ev": -9.722,
  "e_above_lowest_ev": 1.600
}

---

{
  "formula": "C2H2O4S",
  "method": "wB97M-V/def2-TZVPD",
  "symbols": ["C", "C", "O", "O", "O", "O", "S", "H", "H"],
  "coordinates": [[-1.0599, -0.6098, 0.0812], [-0.7123, 0.6300, -0.2462], [1.8786, 1.0549, -1.1502], [1.5327, 0.7501, 1.2938], [-0.3446, -1.6568, 0.2606], [1.0386, -1.1515, -0.3988], [1.1344, 0.4496, -0.0812], [-2.0549, -0.8594, 0.3352], [-1.4126, 1.3930, -0.0943]],
  "total_energy_ev": -21126.1397,
  "multiplicity": 1,
  "e_homo_ev": -10.709,
  "e_above_lowest_ev": 4.080
}

---

{
  "formula": "C2H7O2P",
  "method": "wB97M-V/def2-TZVPD",
  "symbols": ["C", "C", "O", "O", "P", "H", "H", "H", "H", "H", "H", "H"],
  "coordinates": [[-0.4421, -0.2885, -0.8291], [1.0191, -0.9471, 1.2494], [1.4160, -0.0438, 1.8555], [1.7484, -1.9990, 0.7216], [-0.4733, 1.3524, -0.5682], [-1.1388, -1.0541, -0.3698], [-0.5021, -0.4430, -1.9163], [-0.0305, -1.2317, 1.3650], [-0.0099, 2.0021, -1.7063], [2.6532, -1.7036, 0.5385], [0.3846, 1.8895, 0.5315], [-1.4015, 2.3435, -0.2936]],
  "total_energy_ev": -15567.9170,
  "smiles": "C=[PH3].O=CO",
  "multiplicity": 1,
  "e_homo_ev": -8.260,
  "e_above_lowest_ev": 3.866
}

---

{
  "formula": "CF4NO",
  "method": "wB97M-V/def2-TZVPD",
  "symbols": ["C", "N", "O", "F", "F", "F", "F"],
  "coordinates": [[0.6392, -0.0542, -0.0079], [-1.0748, -0.2032, 0.5018], [-1.4614, 0.8916, 0.8604], [1.1033, -1.2875, -0.2391], [0.9384, 0.6651, -1.0263], [1.4160, 0.3278, 1.0934], [-1.5608, -0.3396, -1.1822]],
  "total_energy_ev": -15442.7907,
  "multiplicity": 1,
  "total_charge": -1,
  "e_homo_ev": -3.700,
  "e_above_lowest_ev": 0.140
}

---

- What is the formula in the sixth record?
  CF4NO